No. 1
C19H31FN3O6S | ωB97M-V/def2-TZVPD

Properties
- HOMO-LUMO gap (eV) = 5.49
- molar mass (g/mol) = 448.54
- charge = +1
- HOMO level (eV) = -10.901
- E_LUMO (eV) = -5.41

```
61
Properties=species:S:1:pos:R:3:forces:R:3
S -0.46427 1.71194 -4.95362 1.26 0.92 -0.30
F -1.79698 0.97292 -5.07185 -0.53 -0.21 0.01
O -3.17538 -0.14719 3.02332 -0.01 -0.18 -0.02
O 0.22096 1.63176 -6.19167 -0.33 -0.31 -0.08
O -0.63479 2.95623 -4.31250 -0.41 -0.11 0.23
O -4.76973 -1.36622 5.36339 -0.01 0.00 -0.04
O -2.69357 2.29872 -2.34708 -0.06 -0.09 0.06
O -1.79638 -2.09576 5.65343 -0.12 0.15 0.09
N 2.09898 -1.00673 -2.40643 -0.11 0.17 -0.44
N 2.46992 -0.43897 -3.54291 0.48 -0.22 0.34
N 4.73700 3.60751 -3.16356 -0.23 -0.58 -0.22
C 3.85613 -0.73178 -3.99777 0.18 0.02 -0.24
C 1.68467 0.31720 -4.27050 -0.16 0.34 -0.23
C 5.76208 2.55548 -3.20883 -0.20 0.11 -0.16
C -4.05318 -2.49459 4.88992 -0.06 -0.08 0.01
C -1.75487 1.77034 -1.83715 -0.06 0.02 0.08
C 0.70186 -0.61528 0.42159 -0.10 0.05 0.08
C -4.18198 0.45777 3.82627 0.16 0.05 -0.04
C -4.15462 -0.09733 5.23137 -0.05 0.06 0.10
C -0.05869 0.06497 -2.66506 0.07 0.06 0.10
C 0.50618 -1.49494 -0.72078 0.18 -0.13 -0.03
C 0.39882 0.62065 -3.84811 -0.14 -0.52 0.29
C 0.88237 0.08222 1.37517 0.11 -0.05 0.16
C 4.67728 0.52419 -4.23478 0.18 0.06 0.25
C 0.87236 -0.78105 -1.99975 -0.20 -0.25 0.41
C -2.93043 -2.93635 5.79979 0.19 0.00 -0.12
C 5.25511 1.12918 -2.95565 0.39 0.26 -0.20
C -0.96697 -2.11098 6.79490 0.04 -0.02 -0.09
C -3.45213 -0.05078 1.65164 0.05 0.05 0.08
C -1.42290 0.28008 -2.08489 0.00 0.79 -0.48
H 1.14321 -2.37181 -0.61840 0.09 -0.01 -0.04
H -3.68836 -2.33877 3.87206 0.10 0.04 0.04
H 4.26291 3.65368 -4.06023 0.08 0.22 0.02
H -4.40030 -0.54227 1.40395 -0.03 0.09 -0.06
H -0.51804 -1.85726 -0.75498 -0.09 -0.06 -0.05
H 6.11647 0.54001 -2.63814 -0.12 -0.25 0.10
H -3.99759 1.53966 3.86406 -0.11 0.02 0.00
H -3.28319 -2.92356 6.83726 -0.02 0.00 0.00
H -3.13681 -0.10106 5.62716 0.05 -0.03 -0.11
H 2.05917 0.70986 -5.20364 0.14 -0.08 -0.04
H -2.17136 -0.06220 -2.79895 -0.11 -0.21 0.12
H -2.64855 -0.56410 1.11914 0.04 0.02 0.04
H 1.09298 0.61468 2.27217 -0.10 0.15 -0.01
H 4.53514 1.12798 -2.13363 -0.07 0.01 0.05
H -1.53549 -0.19624 -1.11891 -0.03 -0.22 0.00
H -0.14237 -1.42476 6.61109 0.01 -0.02 -0.02
H 4.32378 -1.32901 -3.22253 -0.20 -0.12 0.13
H -3.48732 0.99770 1.32652 -0.07 -0.03 -0.08
H 6.20234 2.58323 -4.20708 0.15 0.04 -0.01
H -5.17134 0.28404 3.38754 -0.01 -0.01 0.01
H 3.76575 -1.34239 -4.89440 -0.07 0.01 -0.06
H -1.51276 -1.77339 7.68269 0.01 -0.05 0.02
H -1.10500 2.29938 -1.11961 0.09 -0.02 0.00
H 4.01034 3.35290 -2.50016 0.15 0.21 0.18
H -0.56159 -3.11188 6.98092 -0.01 0.00 0.05
H 6.57584 2.79003 -2.52651 -0.10 0.07 0.22
H -4.78740 -3.30222 4.86355 -0.01 0.01 0.00
H -4.75299 0.57113 5.85353 0.00 -0.01 0.01
H 4.13167 1.29413 -4.78370 -0.19 -0.10 -0.09
H 5.50770 0.23371 -4.87720 0.01 0.00 -0.11
H -2.64371 -3.96439 5.53855 -0.08 -0.05 0.09
```
Positions in Å, forces in eV/Å.

No. 2
C32H54B2Br2IN6O12PS3 | ωB97M-V/def2-TZVPD

Properties
- HOMO-LUMO gap (eV) = 8.12
- SMILES string = CCB(O)[C@@](CCCSC(=S)N(c1ccccc1)c1ccccc1)([C@@H](OC[PH2]=S)[C@@H](Br)[C@H](C)Br)N(C[C@@H](C)I)B(O)OC.C[N+](=O)[O-].C[N+](=O)[O-].C[N+](=O)[O-].C[N+](=O)[O-]
- molar mass (g/mol) = 1150.33
- charge = 0
- HOMO level (eV) = -8.724
- E_LUMO (eV) = -0.60

```
113
Properties=species:S:1:pos:R:3:forces:R:3
I 4.18161 -2.59032 1.40308 -0.28 -0.11 0.14
Br 1.25298 3.95006 -1.64833 -0.29 0.04 0.15
Br 0.77134 -0.40593 -3.17518 -0.06 0.13 0.03
S -3.78817 2.23774 -4.33287 -0.01 0.07 0.26
S -6.97485 -0.91730 2.74416 -0.07 -0.11 0.15
S -5.25885 -0.34222 0.39579 -0.09 0.04 -0.40
P -3.47608 1.94881 -2.41996 0.05 0.24 -1.75
O 5.26622 5.71384 -0.85727 0.01 -0.02 -0.01
O -0.72698 -3.17261 0.84388 0.13 0.57 -0.06
O -1.14695 2.20310 -0.84020 -0.10 -0.19 0.35
O 4.90618 0.80556 0.88780 -0.19 0.03 -0.13
O 4.95471 6.63029 1.06722 0.02 0.01 0.07
O 13.61151 -3.98048 5.16700 0.01 -0.03 0.05
O -0.22831 0.47857 2.83704 0.75 -0.16 -0.17
O 4.54781 2.82539 1.55865 -0.08 0.01 -0.02
O 9.19062 -4.90307 0.27591 0.03 -0.01 -0.08
O 14.91602 -2.57875 4.18012 0.07 0.04 0.00
O 9.80825 -4.13173 2.18861 0.06 0.06 0.04
O -0.61453 -2.87826 -1.50906 -0.32 0.86 0.22
N -7.97125 -0.69984 0.29285 1.49 -0.04 -1.36
N 5.24332 1.84505 1.41748 0.17 -0.03 0.05
N 8.98410 -4.59959 1.42806 -0.07 -0.02 0.06
N 4.61314 6.35769 -0.06304 0.09 -0.10 -0.02
N 13.87565 -3.19266 4.28435 -0.07 0.00 -0.05
N 0.34027 -1.10472 0.01713 0.18 -0.25 -0.29
C -0.49441 0.07327 0.31323 0.22 1.29 -0.23
C -8.01611 0.43094 -0.60466 -0.06 0.43 0.08
C -7.13797 -3.65241 -1.94791 -0.35 0.27 0.52
C -8.37189 0.35791 -1.94808 -0.01 -0.17 0.23
C 7.60679 -4.81979 1.94763 -0.07 0.06 0.19
C 2.71424 -2.49196 -1.20004 -0.20 0.20 0.33
C 0.23976 3.55028 1.75127 0.44 -0.06 0.27
C 0.97782 2.22002 1.51961 -0.32 -0.15 -0.09
C -8.01064 2.73969 -2.22657 0.04 -0.17 0.54
C -8.04535 -4.58944 -1.45852 0.33 0.37 -0.22
C 1.15059 2.25823 -2.61319 1.53 -0.66 -0.47
C -7.70708 1.68776 -0.08262 0.00 0.28 0.08
C -1.91872 -0.34902 0.76891 -0.16 1.18 -0.17
C 2.55254 2.06987 -3.26397 -0.25 -0.04 0.05
C 12.84445 -2.95136 3.23749 -0.19 -0.11 0.02
C -7.96105 -2.00783 -0.36245 -0.86 -0.53 0.38
C 1.57330 -1.28473 0.76428 0.20 -1.27 0.16
C 6.63353 1.91376 1.94517 0.10 -0.12 0.04
C -1.85806 2.69838 -1.95734 -0.08 0.22 0.70
C -0.54066 0.93708 -1.02497 -0.36 -0.99 -0.06
C -2.84964 0.72450 1.36674 -1.46 -1.11 -0.04
C -7.69986 2.82826 -0.87226 0.00 -0.39 -0.17
C 3.28906 6.86473 -0.50163 -0.16 0.03 -0.21
C -8.86898 -2.94650 0.11134 0.01 -0.34 -0.12
C 2.30905 -2.54323 0.26470 0.84 0.50 0.16
C -8.90360 -4.22594 -0.43193 0.18 -0.10 -0.10
C -7.09544 -2.38276 -1.38378 0.27 0.21 -0.19
C -6.81319 -0.66204 1.15785 -0.17 0.13 0.67
C 0.82159 1.00006 -1.78107 -0.52 0.54 -0.40
C -4.18181 0.01609 1.77824 0.72 0.37 0.40
C -8.36247 1.50069 -2.73567 0.03 0.24 -0.23
C -1.93294 -2.74627 -2.01829 0.06 -0.42 -0.50
B -0.36042 -2.37052 -0.25433 -0.17 -0.63 0.47
B 0.07219 0.94481 1.56830 0.35 -0.18 0.22
H -7.97648 3.61913 -2.84749 -0.04 0.06 -0.17
H 3.11110 2.99629 -3.26492 0.11 0.09 0.03
H 11.97698 -3.56100 3.45606 0.03 -0.03 0.03
H -2.07436 3.74202 -1.73396 -0.05 0.12 -0.02
H 3.31980 7.94724 -0.42160 -0.04 -0.01 0.11
H 13.28029 -3.22345 2.28147 0.04 0.08 -0.01
H -6.46167 -3.87281 -2.75733 0.07 -0.19 -0.09
H -3.11614 1.51989 0.68085 0.36 0.34 -0.06
H -3.38099 0.57213 -2.17952 -0.20 0.02 0.75
H -2.52107 1.10110 2.32689 0.57 0.38 -0.15
H 1.41361 -1.49448 1.82886 -0.04 0.41 0.20
H -2.49605 -0.76132 -0.06185 0.15 -0.47 -0.22
H -1.96286 -3.23919 -2.98443 0.03 -0.11 -0.10
H -8.60789 1.43761 -3.78554 -0.07 -0.19 -0.07
H -6.36863 -1.67952 -1.76592 -0.03 0.12 -0.03
H 6.56653 2.10734 3.01147 -0.02 0.11 -0.02
H -7.42741 3.77200 -0.42394 -0.02 0.11 0.02
H -8.63168 -0.59502 -2.37901 -0.08 -0.04 -0.13
H 7.13834 2.72622 1.43556 -0.04 0.14 0.02
H 7.38780 -5.87892 1.85520 -0.02 0.01 -0.12
H 2.29583 -0.47866 0.64850 -0.26 0.50 0.04
H 1.68055 0.76007 -1.16588 -0.02 -0.07 0.20
H -1.19942 0.35704 -1.67740 -0.06 -0.02 -0.15
H 0.96298 4.28797 2.09423 0.01 0.20 -0.06
H 2.54007 6.44555 0.16409 0.04 0.06 0.08
H -8.05423 -5.57750 -1.89158 -0.16 -0.15 0.05
H -1.67889 -3.16580 0.97192 -0.11 -0.49 0.02
H 1.89075 -2.76190 -1.85352 -0.06 -0.19 -0.06
H -4.72926 0.65114 2.46868 -0.18 0.11 -0.01
H 2.97578 -1.46365 -1.44184 0.17 0.07 -0.06
H -4.48798 2.55142 -1.65634 0.16 -0.45 0.54
H -3.91976 -0.87823 2.34079 -0.23 -0.23 -0.05
H 7.11859 0.96555 1.74743 -0.05 -0.02 -0.02
H -9.59468 -4.95656 -0.04288 -0.15 -0.03 0.08
H 1.59046 2.20155 0.61812 -0.05 0.41 -0.10
H -0.12528 -0.47979 2.87298 -0.59 -0.06 0.16
H 3.58471 -3.11205 -1.36845 -0.04 -0.24 -0.27
H 12.59656 -1.89483 3.26372 0.10 0.03 -0.06
H -9.54670 -2.71884 0.91903 0.01 0.31 0.07
H 1.67567 2.11490 2.34959 0.12 -0.16 0.10
H 6.92950 -4.22811 1.33862 -0.01 -0.10 -0.10
H -1.29631 2.70181 -2.88519 0.05 -0.20 -0.12
H -2.67978 -3.22838 -1.38463 -0.03 0.05 0.19
H -0.47814 3.43127 2.56168 -0.17 0.06 0.00
H 7.57421 -4.50505 2.98387 0.07 0.01 0.00
H 3.11468 1.30017 -2.74461 0.22 0.05 0.19
H -1.82472 -1.07700 1.56626 0.12 -0.34 -0.09
H 2.45200 1.73538 -4.29093 -0.08 -0.05 -0.12
H 0.48196 2.37125 -3.45089 -0.53 0.28 0.17
H -7.44458 1.79432 0.95965 -0.03 -0.11 0.15
H -2.19879 -1.70457 -2.19737 -0.01 0.17 0.13
H 1.82789 -3.45785 0.59514 -0.14 -0.11 -0.19
H 3.11909 6.55283 -1.52526 0.06 -0.05 0.00
H -0.25432 3.94023 0.87286 -0.19 -0.10 -0.18
```
Positions in Å, forces in eV/Å.

No. 3
C6H17N3 | ωB97M-V/def2-TZVPD

Properties
- HOMO-LUMO gap (alpha / beta) (eV) = 8.50 / 6.51
- molar mass (g/mol) = 131.22
- charge = 0
- HOMO level (alpha / beta) (eV) = -7.603 / -5.814
- energy relative to the best compared isomer or geometry (same formula, charge and spin) (kJ/mol) = 489.9
- E_LUMO (alpha / beta) (eV) = 0.89 / 0.70

```
26
Properties=species:S:1:pos:R:3:forces:R:3
N -0.03671 -0.17196 -2.11832 0.06 0.01 -0.28
N 0.73725 -1.85648 0.27340 0.20 -1.06 0.18
N 0.27389 0.38384 0.16250 -0.65 -0.69 -0.75
C -1.92278 -0.26444 -0.60286 0.07 0.05 -0.06
C 0.46427 -2.03472 1.67443 -0.07 0.12 0.37
C -0.85784 2.92423 0.88506 -0.04 0.09 -0.02
C 2.14705 -1.93777 0.01510 0.44 0.19 -0.07
C -0.41088 2.41559 -0.44338 -0.28 1.44 -0.30
C -0.48464 0.04897 -0.86504 0.82 -0.21 1.32
H 0.70183 -3.06428 2.00345 0.00 0.15 -0.20
H 0.57371 2.71125 -0.79088 0.02 -0.05 0.01
H 2.36075 -1.76235 -1.04803 -0.05 -0.01 0.11
H 1.03529 -1.35672 2.33796 -0.06 -0.10 -0.21
H -0.61864 -0.69492 -2.75279 0.01 0.07 0.07
H -1.09780 3.99679 0.84852 0.01 -0.07 0.06
H -2.55906 -0.04277 -1.46080 0.03 -0.01 0.02
H 0.95605 -0.28645 -2.25183 -0.08 0.05 0.03
H 2.77068 -1.23024 0.60481 -0.24 -0.13 -0.07
H -1.14789 2.40190 -1.24064 -0.03 -0.03 -0.02
H -2.27340 0.27873 0.26986 0.04 0.02 -0.02
H 2.55317 -2.94173 0.24459 -0.23 0.15 0.00
H -0.08906 2.77967 1.64521 -0.02 -0.01 -0.01
H -0.59743 -1.86806 1.87730 0.08 0.00 -0.04
H -1.96559 -1.33486 -0.38704 -0.04 0.00 -0.03
H -1.76008 2.40999 1.22676 0.02 0.00 0.02
H 1.24786 0.49676 -0.10734 -0.02 0.04 -0.15
```
Positions in Å, forces in eV/Å.